The following is a DFT calculation (ωB97M-V/def2-TZVPD) of a structure of composition C21H46CaO10P2.

gap between HOMO and LUMO	12.09	eV
charge	+2

The geometry in XYZ format:
```
80
Properties=species:S:1:pos:R:3:forces:R:3:lowdin_charge:R:1
Ca 0.09078 0.09510 0.26868 -0.71 -0.75 1.37 1.485
C 0.98838 -2.34045 2.00001 -0.09 -0.16 -0.19 -0.130
C 0.82061 -2.78035 0.55204 0.27 -0.03 0.37 -0.131
O -0.23056 -2.04030 -0.07381 -0.26 -1.41 -0.17 -0.277
C -1.55366 -2.52600 0.15805 -0.31 0.14 -0.05 -0.134
C -2.47811 -1.55879 -0.57398 0.15 -0.36 -0.05 -0.117
O -2.08587 -0.21184 -0.30980 -0.89 -0.31 -0.09 -0.255
C -2.87761 0.55647 0.59292 0.05 0.21 0.39 -0.139
C -2.50529 0.27744 2.04770 -0.28 -0.05 -0.26 -0.132
O -1.07905 0.30955 2.13212 -0.69 0.13 1.20 -0.288
C -0.56152 -0.08206 3.40645 0.23 -0.16 0.06 -0.136
C 0.94501 -0.26783 3.22036 -0.31 0.16 0.04 -0.128
O 1.20177 -0.92356 1.97989 0.41 -0.48 0.74 -0.255
H 1.84321 -2.84347 2.45708 0.00 0.00 -0.02 0.152
H 0.09370 -2.58082 2.58121 0.02 0.02 0.03 0.130
H 0.63307 -3.85369 0.49472 0.00 0.01 -0.03 0.150
H 1.72752 -2.53341 0.00184 -0.04 -0.07 -0.08 0.131
H -1.77895 -2.54958 1.22942 0.09 -0.02 0.01 0.130
H -1.66189 -3.53376 -0.24907 -0.02 -0.01 0.03 0.150
H -3.52065 -1.73641 -0.30711 0.00 0.02 0.01 0.147
H -2.35768 -1.71247 -1.64671 -0.08 0.07 -0.01 0.145
H -3.94470 0.38795 0.44169 0.01 -0.03 -0.06 0.148
H -2.64244 1.59377 0.35909 -0.08 -0.01 -0.07 0.128
H -2.86842 -0.70579 2.36661 0.08 0.00 0.05 0.137
H -2.94626 1.03602 2.69937 -0.02 -0.01 -0.02 0.149
H -1.04494 -1.01167 3.72143 -0.04 0.03 -0.02 0.134
H -0.76119 0.68247 4.16083 -0.01 -0.01 -0.01 0.148
H 1.37555 -0.82128 4.05624 0.02 0.05 0.02 0.149
H 1.42905 0.70751 3.15118 0.08 -0.06 0.01 0.137
C 3.27233 -1.70318 -3.23033 0.02 0.19 0.21 -0.032
C 3.78072 -0.29350 -3.47043 0.09 -0.25 -0.37 -0.411
C 5.15854 -0.25748 -4.09465 -0.05 0.13 0.10 -0.028
O 3.89763 0.44625 -2.20350 -0.35 0.16 0.16 -0.168
P 2.69311 0.97373 -1.35339 0.92 -0.14 -0.49 0.477
O 1.78335 -0.07440 -0.81218 2.14 -0.12 -1.61 -0.401
C 1.69666 2.09038 -2.40059 -0.14 -0.21 0.67 -0.180
P 0.44106 2.85507 -1.34767 -0.08 1.28 -0.20 0.493
O -0.36464 1.86782 -0.57797 -0.22 2.36 -1.15 -0.392
O 1.29078 3.82495 -0.43433 -0.30 -0.26 -0.21 -0.187
C 0.58783 4.60823 0.60044 0.00 0.28 0.28 -0.409
C 0.69037 3.89953 1.94050 0.10 -0.01 -0.33 -0.021
C 1.22402 5.98088 0.61648 -0.02 -0.11 -0.14 -0.023
O -0.54812 3.71111 -2.20473 0.16 -0.28 -0.01 -0.153
C -0.12673 4.82473 -3.06437 0.04 0.31 -0.26 -0.425
C -1.05554 5.98597 -2.78011 0.01 -0.14 0.10 -0.024
C -0.18842 4.37272 -4.51017 -0.05 -0.10 0.18 -0.028
O 3.31940 1.74526 -0.15914 -0.06 -0.06 -0.19 -0.158
C 4.52206 2.59514 -0.09955 0.41 0.22 -0.01 -0.383
C 5.75892 1.73370 0.06899 -0.23 -0.07 0.01 -0.027
C 4.62452 3.52302 -1.29533 -0.14 -0.18 0.06 -0.034
H 3.25172 -2.24748 -4.17326 0.00 0.03 -0.02 0.098
H 2.26727 -1.69102 -2.81062 -0.03 -0.07 -0.01 0.066
H 3.93420 -2.22839 -2.54012 0.01 -0.01 -0.03 0.099
H 3.07883 0.25296 -4.10914 0.00 0.04 0.08 0.136
H 5.88675 -0.72902 -3.43457 -0.01 -0.04 -0.01 0.097
H 5.46880 0.77075 -4.27931 0.03 -0.02 -0.02 0.088
H 5.14945 -0.79183 -5.04338 -0.01 0.00 0.00 0.098
H 1.14785 1.47234 -3.11584 0.07 -0.02 -0.06 0.098
H 2.29732 2.82633 -2.93286 0.02 0.06 0.08 0.091
H -0.46395 4.68991 0.31006 0.05 -0.03 -0.08 0.139
H 1.73798 3.75240 2.20943 -0.02 0.00 0.02 0.094
H 0.18323 2.93599 1.90074 -0.03 -0.07 0.07 0.059
H 0.21485 4.51351 2.70451 0.00 -0.02 0.02 0.101
H 2.27399 5.90943 0.90273 0.00 0.02 0.02 0.094
H 0.70566 6.61697 1.33275 0.02 0.01 0.01 0.100
H 1.16044 6.44725 -0.36672 0.01 0.03 0.02 0.081
H 0.89785 5.09684 -2.78885 -0.01 -0.05 0.03 0.134
H -2.08128 5.71367 -3.02922 0.00 0.01 -0.01 0.098
H -0.76667 6.84396 -3.38537 0.00 0.01 0.00 0.101
H -1.01837 6.27137 -1.72846 0.01 0.03 -0.02 0.076
H -1.21394 4.10879 -4.76901 0.01 0.01 -0.03 0.098
H 0.44694 3.50448 -4.69050 0.03 0.03 -0.03 0.072
H 0.13803 5.18176 -5.16175 0.01 0.00 -0.01 0.100
H 4.35309 3.17165 0.80921 -0.08 0.01 -0.03 0.143
H 5.96636 1.17727 -0.84365 0.04 -0.02 0.00 0.080
H 5.63710 1.03346 0.89481 0.01 0.01 0.00 0.092
H 6.61014 2.37762 0.28616 0.01 0.01 0.00 0.099
H 4.79273 2.94266 -2.20565 0.01 0.09 -0.02 0.082
H 5.48114 4.18101 -1.15911 0.01 0.01 0.01 0.103
H 3.73281 4.14083 -1.39655 -0.01 0.03 -0.01 0.071
```
Forces are in eV/Å.